# 1
17
Properties=species:S:1:pos:R:3:forces:R:3:mulliken_charge:R:1 method="wB97M-V/def2-TZVPD" homo_lumo_gap_ev=10.38 lumo_ha=0.03807
C 0.74684 -0.04440 -0.28659 -0.99 -0.07 1.73 0.28
C 0.68726 1.45160 -0.42430 -0.56 -0.74 -0.21 -0.94
C -0.02158 0.87876 0.79715 2.08 -0.25 -3.60 -0.57
C -1.37783 0.47373 0.38541 -2.82 -1.27 1.26 -0.25
C -1.25997 -1.12612 0.48511 -2.98 0.68 -0.75 -0.60
C -0.55205 -0.72683 -0.74560 3.37 -3.22 -2.72 -0.06
H 2.33304 -0.72652 0.82119 0.20 -0.21 -1.06 0.30
H 2.47295 -0.73108 -0.88301 1.15 -0.16 0.02 0.33
H 0.10383 1.89463 -1.23192 -0.04 -0.20 0.31 0.18
H 1.59497 1.93607 -0.30237 1.69 0.88 0.55 0.38
H 0.26000 0.98970 1.80604 0.28 0.31 0.88 0.44
H -2.17734 1.07227 0.83114 -0.21 -0.25 -0.42 0.48
H -0.69850 -1.45582 1.31740 0.36 -0.80 0.78 0.32
H -2.20950 -1.70846 0.14962 1.49 1.00 1.22 0.23
H -0.37480 -1.47166 -1.54119 -0.09 0.23 0.14 0.55
N 1.90901 -0.96183 -0.09007 -1.94 1.77 0.80 -0.53
O -1.43632 0.25597 -1.08801 -0.99 2.30 1.07 -0.54



# 2
31
Properties=species:S:1:pos:R:3:forces:R:3:mulliken_charge:R:1 method="wB97M-V/def2-TZVPD" smiles=c1ccc(OCCSc2ncnc3nc[nH]c23)cc1 homo_lumo_gap_ev=8.25 lumo_ha=-0.00824
C 2.18154 -3.62589 3.98695 3.46 -5.63 -5.19 -0.35
C 2.44381 -4.41055 2.78145 0.06 -1.21 0.84 -0.42
C 1.64525 -4.30476 1.58202 9.77 -6.23 6.27 -0.19
C 0.80109 -3.37816 1.51228 -3.74 0.68 -5.60 0.66
O 0.14118 -3.48580 0.29893 -2.04 3.15 0.13 -0.37
C -0.78953 -2.35804 0.07577 -8.00 -10.57 0.98 -0.74
C -0.23083 -1.21438 -0.24275 7.25 10.52 -2.46 0.09
S -1.43685 0.14311 -0.53081 -0.58 -0.60 0.12 -0.30
C -0.48617 1.51319 -0.99303 1.12 1.66 -1.87 0.27
N 0.90902 1.40456 -1.33461 -6.44 -6.23 5.14 -0.29
C 1.53421 2.31118 -1.81234 4.15 7.24 -5.82 -0.08
N 0.95542 3.50711 -2.36275 2.58 -2.12 2.32 -0.58
C -0.27020 3.72819 -1.92439 1.69 -3.55 -0.54 0.61
N -0.90899 4.75561 -2.35354 -6.74 2.86 2.81 -0.58
C -2.23022 4.52010 -1.72098 2.01 5.67 -6.28 -0.14
N -2.42300 3.30718 -1.35431 0.21 -3.82 2.17 -0.03
C -1.13297 2.74472 -1.28850 2.50 -1.90 -0.10 0.05
C 0.69648 -2.59149 2.49750 -4.41 6.81 8.29 -0.36
C 1.31687 -2.73762 3.89371 -6.23 7.11 -1.95 -0.88
H 2.65478 -3.86313 4.81245 2.49 -1.05 3.99 0.57
H 3.25423 -5.22624 2.98355 -1.65 1.40 -1.13 0.21
H 2.00082 -5.03786 0.97143 -0.08 -1.51 -2.66 0.53
H -1.70842 -2.40086 0.98808 2.97 0.64 -2.15 0.27
H -1.53944 -2.78387 -0.81484 2.11 1.02 1.91 0.32
H 0.58321 -1.07452 -1.24090 -2.46 -1.09 2.89 0.30
H 0.37809 -0.71277 0.62601 -0.70 -1.31 -1.50 0.19
H 2.70443 2.12221 -2.06822 -2.89 0.73 0.63 0.27
H -3.00251 5.32434 -2.03818 1.03 -1.88 1.19 0.34
H -3.28144 2.72992 -1.25877 0.83 1.20 0.22 0.27
H -0.24527 -1.90705 2.49831 1.97 -0.75 -0.02 0.18
H 1.13048 -2.04715 4.84312 -0.26 -1.24 -2.62 0.20



# 3
26
Properties=species:S:1:pos:R:3:forces:R:3:mulliken_charge:R:1 method="wB97M-V/def2-TZVPD" smiles="CCC(=CN)CC.O.O" homo_lumo_gap_ev=8.27 lumo_ha=0.02312
C -0.75730 -0.96889 -1.23655 -1.25 -1.04 -1.68 -0.73
C -1.13548 -0.60405 0.18696 2.79 0.41 1.62 -0.84
C -0.10394 0.34833 0.80442 -1.03 1.14 0.13 0.68
C 0.97659 0.01570 1.50197 0.23 -0.45 -0.73 -0.29
N 1.51193 -1.25185 1.71217 -0.18 0.19 0.57 -0.46
C -0.46336 1.82735 0.74130 1.26 0.50 0.73 -1.13
C -1.02638 2.37249 -0.55949 -0.49 0.24 -0.86 -1.11
H 0.09108 -0.53777 -1.77349 0.29 0.37 1.06 0.28
H -0.63826 -2.05184 -1.29097 0.34 0.09 -0.14 -0.07
H -1.54111 -0.83386 -1.98865 -0.45 0.28 0.34 0.35
H -2.08010 -0.19476 0.49209 -0.84 0.09 -0.87 0.42
H -0.99909 -1.46303 0.84794 -0.43 -0.44 -0.23 0.38
H 1.58702 0.81092 1.91205 0.09 0.06 0.00 0.33
H 2.51091 -1.30976 1.65206 -0.04 -0.32 0.03 0.18
H 0.97813 -2.08040 1.51603 0.18 0.00 -0.27 0.20
H -1.02707 2.14755 1.61972 -0.79 -0.32 -0.18 0.55
H 0.45796 2.39666 0.97215 -0.03 -0.28 -0.28 0.34
H -1.17769 1.66210 -1.36393 0.15 -0.61 0.13 0.27
H -0.38724 3.10958 -1.03073 0.34 0.23 0.13 0.34
H -1.99125 2.86190 -0.49417 -0.26 0.10 0.50 0.28
O 1.91651 1.56946 -1.41617 0.37 0.01 -0.10 -0.58
H 2.79337 1.18051 -1.29779 -0.22 0.06 -0.04 0.29
H 1.90681 2.32317 -0.81668 -0.07 -0.06 0.00 0.30
O -0.41436 -4.07323 0.04669 -0.04 0.31 -0.13 -0.67
H -0.12257 -4.03402 -0.87074 0.14 -0.29 0.04 0.33
H -0.86512 -3.22227 0.13379 -0.08 -0.26 0.25 0.36



# 4
8
Properties=species:S:1:pos:R:3:forces:R:3:mulliken_charge:R:1 method="wB97M-V/def2-TZVPD" homo_lumo_gap_ev="4.71 / 4.74" lumo_ha="-0.09712 / -0.09719"
C 0.95307 -0.66051 -0.10959 1.13 1.41 -0.44 0.57
O -0.02103 2.33124 -0.52737 0.39 -1.75 -0.92 -0.42
O -0.52152 -2.47398 0.90415 -0.70 -2.32 -2.67 -0.58
S 2.39166 -0.34441 -0.59484 -1.47 -0.42 0.50 -0.14
S -1.41322 1.84145 0.24410 0.57 -1.14 0.09 -0.20
S -0.56243 -0.79233 0.39248 -1.42 -0.79 0.63 0.15
H 0.05724 3.24568 -0.45911 0.28 2.50 0.33 0.28
H -0.88378 -3.14714 0.15018 1.23 2.51 2.47 0.33



# 5
16
Properties=species:S:1:pos:R:3:forces:R:3:mulliken_charge:R:1 method="wB97M-V/def2-TZVPD" smiles="O=C[C@H](n1ccnc1)[N+](=O)[O-]" homo_lumo_gap_ev=8.78 lumo_ha=-0.01846
O -1.01115 -0.79480 -2.26139 -1.89 0.44 -1.33 -0.36
C -0.07809 -1.05320 -1.61643 1.65 2.32 0.92 0.00
C 0.81103 -0.00826 -0.80400 -0.83 -2.05 0.44 -0.30
N 0.19556 0.00540 0.52382 1.34 -0.77 -0.93 0.04
C -1.00488 0.55303 0.81157 -1.37 0.98 0.57 -0.08
C -1.34500 0.03842 2.07777 0.54 2.34 -2.84 -0.31
N -0.36830 -0.77263 2.49045 1.33 -1.94 0.61 -0.65
C 0.56606 -0.86326 1.54051 -4.21 3.19 0.27 -0.13
N 0.82279 1.32744 -1.33281 0.56 1.63 -1.21 0.96
O -0.22774 1.82690 -1.65749 -0.30 0.09 0.10 -0.54
O 1.91339 1.85737 -1.46470 -0.04 -0.22 0.13 -0.60
H 0.29334 -2.01528 -1.45837 0.65 -2.23 0.41 0.41
H 1.84726 -0.37721 -0.85541 -0.41 0.26 0.69 0.46
H -1.47779 1.34102 0.15695 0.62 -1.32 0.99 0.34
H -2.20423 0.48984 2.55197 0.13 -0.81 0.84 0.36
H 1.26775 -1.55477 1.29755 2.23 -1.89 0.33 0.41



# 6
133
Properties=species:S:1:pos:R:3:forces:R:3:mulliken_charge:R:1 method="wB97M-V/def2-TZVPD" homo_lumo_gap_ev=5.44 lumo_ha=0.11782 charge=-5
C -4.47151 0.73196 -0.70753 -1.29 1.71 0.34 -0.95
N -3.03139 0.87153 -0.69769 1.67 -0.20 -0.89 0.11
C -2.29046 -0.11621 -1.22412 -1.40 -0.47 0.59 -0.44
C -0.95739 -0.17317 -0.98302 0.90 -0.73 -0.39 -0.87
C -0.34375 0.83247 -0.30648 -0.25 3.10 0.42 0.73
C -1.06428 2.01447 0.08092 -0.66 -2.17 -0.59 -0.55
C -2.43444 1.93655 -0.10341 -0.25 -0.40 1.06 -0.61
C 1.09206 0.80965 -0.05969 0.46 -0.47 1.34 0.84
C 1.97925 0.51041 -1.06392 0.39 -0.45 0.13 -0.86
C 3.32763 0.47105 -0.75426 -0.70 -0.51 -0.96 -0.44
N 3.75789 0.60208 0.49777 0.60 1.00 -1.53 0.27
C 2.93358 0.97872 1.47860 -0.34 -0.87 0.27 -0.69
C 1.56930 1.01983 1.24311 0.66 0.63 -0.01 -0.97
C 5.21178 0.61487 0.68681 0.82 -0.43 1.48 -1.15
H -4.73575 0.67552 0.34845 -0.56 -0.57 -0.18 0.32
H -4.92010 0.01220 -1.39222 0.76 -0.61 0.47 0.39
H -4.89782 1.66210 -1.08332 0.09 0.25 0.18 0.38
H -2.88966 -0.91798 -1.62977 0.33 -0.13 -0.40 0.62
H -0.32609 -1.00503 -1.25848 -0.40 -0.35 -0.28 0.70
H -0.61701 2.84832 0.60152 0.00 -0.05 -0.03 0.57
H -3.12646 2.54389 0.46108 -0.02 0.64 -0.37 0.62
H 1.61436 0.19077 -2.02885 0.29 0.41 -0.29 0.66
H 4.05156 0.33618 -1.54429 0.19 -0.29 0.18 0.64
H 3.45459 1.12880 2.41263 -0.49 0.09 0.38 0.76
H 0.91686 1.25789 2.07019 -0.09 -0.03 0.01 0.69
H 5.77699 0.04825 -0.05319 -0.54 0.30 -0.35 0.38
H 5.42400 0.08957 1.61801 -0.08 0.06 0.13 0.40
H 5.55888 1.64052 0.81187 -0.01 -0.06 -0.31 0.40
C 1.03352 0.54613 6.89693 1.52 2.51 0.15 0.65
F 0.95094 1.82669 6.33332 -0.78 -2.29 0.83 -0.24
F -0.05451 0.28259 7.61187 0.64 0.42 0.02 -0.21
F 1.12850 -0.34146 5.94532 0.05 -0.34 -0.55 -0.21
S 2.77265 0.55589 7.90476 1.96 -2.26 0.96 0.95
O 2.59666 -0.43368 8.97838 -0.68 1.65 -1.04 -0.67
O 3.88622 0.13271 6.97529 -3.31 1.57 1.84 -0.55
N 2.89908 2.13270 8.64061 -1.24 -3.41 -0.31 -0.48
S 3.80861 2.86646 7.63420 0.92 1.81 -2.43 1.06
O 5.22035 2.68063 7.86719 -0.53 0.90 0.18 -0.61
O 3.32546 2.67633 6.27855 0.71 0.97 -0.10 -0.57
C 3.39096 4.78761 7.93840 0.34 -2.08 1.12 0.58
F 2.56022 5.30988 7.03189 0.86 -0.07 0.24 -0.22
F 2.79631 4.95521 9.15509 0.53 0.21 -0.69 -0.25
F 4.59716 5.39084 7.95584 -1.02 0.49 -0.25 -0.22
C 6.38467 -5.85664 1.00348 -3.29 0.06 -0.12 0.54
F 7.31043 -5.17151 1.62058 1.76 -0.68 -0.91 -0.17
F 6.57593 -6.33248 -0.26684 1.26 0.12 1.95 -0.20
F 5.97105 -6.83556 1.82619 0.82 -0.28 -0.67 -0.22
S 5.02682 -4.62532 0.83197 0.14 2.18 0.80 1.10
O 5.19045 -3.71705 2.01917 -0.78 -2.47 -2.56 -0.63
O 5.29813 -3.98881 -0.46030 -0.42 -1.16 1.35 -0.62
N 3.62620 -5.70897 0.89227 4.46 0.87 -0.36 -0.44
S 2.55096 -4.64289 0.99881 -4.42 2.99 2.58 1.06
O 2.26443 -4.14019 2.37762 0.12 -1.33 -2.84 -0.65
O 2.61975 -3.59281 -0.01442 -0.59 -0.57 0.48 -0.61
C 1.06797 -5.75554 0.50519 -0.21 0.10 -0.09 0.55
F 1.05819 -5.98160 -0.80587 -0.07 0.83 -0.58 -0.24
F 1.13622 -6.98214 1.01226 0.11 -0.16 1.12 -0.23
F -0.12958 -5.21492 0.86826 1.03 -0.16 -0.26 -0.22
C -13.76377 0.98827 -7.11627 0.03 -0.85 2.79 0.63
F -12.78069 0.05284 -6.72642 -2.29 1.93 -1.46 -0.21
F -13.20585 1.99889 -7.76063 -0.02 -0.81 -0.60 -0.20
F -14.78301 0.39775 -7.80391 1.87 0.53 0.13 -0.21
S -14.65220 1.75652 -5.55886 -0.71 0.75 1.70 0.96
O -15.26764 2.99281 -5.95067 0.92 0.53 -1.14 -0.66
O -15.67414 0.79555 -5.16865 1.72 -0.17 -0.28 -0.61
N -13.43997 2.18184 -4.39277 -2.07 0.93 -4.65 -0.39
S -13.58151 1.12988 -3.31749 3.19 -4.30 2.81 1.05
O -14.71777 1.27822 -2.46658 -0.75 -0.40 0.57 -0.64
O -13.14655 -0.22296 -3.80832 -1.17 2.50 1.57 -0.63
C -12.08925 1.69728 -2.14537 -4.37 -0.13 0.03 0.64
F -12.04724 0.91647 -1.05364 -1.01 0.69 0.89 -0.23
F -11.01779 1.54245 -2.69484 6.88 -3.03 -4.54 -0.24
F -12.00474 3.00902 -1.95170 -2.35 1.89 2.15 -0.26
C -7.15868 4.56979 2.43155 0.88 -0.81 2.86 0.65
F -6.67078 4.48822 1.23054 -0.18 -0.54 -1.23 -0.20
F -7.39884 5.82890 2.71392 -1.04 1.04 -0.39 -0.22
F -8.24802 3.80371 2.64126 0.64 0.73 -0.81 -0.22
S -5.84477 4.16685 3.73890 1.24 0.85 0.44 1.04
O -4.54311 4.65989 3.29973 -1.46 -0.37 -0.65 -0.62
O -6.28945 4.82428 4.98041 -0.20 -1.77 -1.94 -0.65
N -5.87245 2.47230 3.59795 -1.89 4.88 -3.09 -0.23
S -5.19439 2.03232 4.83314 3.10 -5.82 7.04 0.86
O -3.86547 2.53118 5.23655 -1.96 -0.25 -1.27 -0.59
O -6.09366 1.76641 5.98243 1.25 0.47 -1.97 -0.67
C -4.77145 0.20265 4.16941 -1.87 0.58 0.18 0.53
F -4.25770 -0.49862 5.16252 0.85 0.07 -0.11 -0.21
F -5.88045 -0.51118 3.78584 0.28 0.81 0.14 -0.28
F -3.98668 0.19550 3.06635 0.41 0.14 0.52 -0.17
C 7.34346 2.97584 -4.57234 -1.71 -1.55 -0.41 0.59
F 7.71612 4.19963 -4.85613 1.49 0.22 -0.94 -0.20
F 8.31360 2.07199 -4.33350 -0.09 1.25 -0.28 -0.21
F 6.64185 3.14305 -3.46618 -0.73 -0.81 0.94 -0.23
S 6.27957 2.34972 -6.06974 0.31 0.08 -2.44 1.02
O 5.16347 3.26784 -6.28021 0.69 -0.84 1.50 -0.62
O 7.23747 2.48213 -7.18705 -0.49 -0.91 2.09 -0.65
N 5.82009 0.75523 -5.63388 1.85 2.24 -0.49 -0.44
S 4.68637 0.35645 -6.66699 -1.24 2.74 -1.63 1.07
O 3.43553 0.82446 -6.08897 0.09 -1.59 -0.84 -0.62
O 4.97085 0.75779 -8.05792 -0.48 -1.09 1.69 -0.65
C 4.71618 -1.50439 -6.78343 0.51 -1.07 2.06 0.60
F 5.98317 -1.95310 -6.79437 -0.23 0.32 -0.58 -0.23
F 4.18173 -2.04718 -5.64616 -0.11 0.52 -0.90 -0.22
F 4.06930 -1.99739 -7.83367 0.12 0.55 0.26 -0.20
C 8.95510 4.10117 4.10921 0.69 -0.11 -1.45 0.63
F 8.94294 4.96541 3.01274 0.08 -0.43 1.97 -0.25
F 8.60638 4.69326 5.26224 0.73 0.04 -1.19 -0.19
F 8.06579 3.18864 3.82909 -0.65 -0.65 0.12 -0.20
S 10.71360 3.29063 4.17313 1.27 -0.67 -0.29 0.96
O 11.60732 4.42525 3.93520 -1.33 -1.27 -0.31 -0.62
O 10.87450 2.60743 5.44352 -0.78 1.13 -0.77 -0.59
N 10.66500 2.06867 2.89333 -2.50 5.61 1.05 -0.35
S 11.61210 0.99214 3.32653 2.05 -4.91 1.24 0.98
O 12.98771 1.40865 3.47506 0.26 -0.14 -0.30 -0.67
O 11.10176 0.11868 4.38921 0.68 0.30 -1.45 -0.64
C 11.50270 -0.15400 1.67877 1.38 3.59 1.57 0.60
F 11.48443 0.60852 0.56924 -0.25 -0.15 -0.06 -0.24
F 12.62155 -0.90925 1.53803 -1.37 -0.59 0.45 -0.23
F 10.34286 -0.73072 1.80957 -0.13 -1.72 -0.60 -0.19
C -5.57532 -6.08859 -2.57612 0.55 0.81 -1.61 0.66
F -6.43592 -7.08587 -2.31693 0.85 0.45 0.23 -0.22
F -5.66047 -5.14166 -1.63286 -0.28 -0.51 -0.19 -0.24
F -4.30336 -6.51442 -2.61455 -0.71 -0.37 0.59 -0.22
S -5.97532 -5.33013 -4.33748 -2.17 -2.48 0.66 0.95
O -7.35333 -5.87147 -4.52077 3.08 0.76 -0.41 -0.66
O -5.86018 -3.90215 -4.19559 0.10 -0.68 -0.22 -0.52
N -4.75674 -6.13990 -5.29523 -3.03 0.74 2.15 -0.47
S -3.84124 -4.97955 -5.75766 1.43 4.59 -1.22 1.05
O -4.46268 -4.18621 -6.85802 1.66 -1.70 1.51 -0.67
O -3.19977 -4.16570 -4.70683 -0.45 -1.31 -1.19 -0.61
C -2.37164 -5.94434 -6.43672 -0.17 1.44 -0.47 0.59
F -2.82382 -6.54071 -7.55197 0.80 -0.24 0.02 -0.23
F -1.29567 -5.13719 -6.72593 -1.54 -0.52 -0.22 -0.22
F -1.90540 -6.81297 -5.57880 -0.12 -0.95 0.38 -0.21